This record from OMol25 describes C29H37N8O2Si2Sn as an isolated structure. The level of theory is ωB97M-V with the def2-TZVPD basis set.

```
! wB97M-V def2-TZVPD RIJCOSX def2/J DEFGRID3
* xyz -1 1
N -4.192 1.159 2.257
H -1.235 4.560 -1.357
H -3.498 -0.623 0.265
H -3.577 1.273 -3.085
H 1.220 2.031 -3.982
C 4.318 -1.585 -3.321
C -2.293 4.368 -1.481
N -1.797 0.409 0.868
C 0.742 -3.819 1.837
H 3.936 0.894 -0.930
C 1.576 1.181 2.188
C -4.983 3.804 -1.801
H 3.108 -2.581 -1.857
C -2.882 1.278 2.915
H 0.338 -2.988 2.422
C 4.292 -3.267 1.720
O -4.444 1.761 -2.848
H 1.268 0.520 3.000
C -3.720 -4.308 1.408
H 1.758 -5.048 -1.349
N -4.707 -3.550 1.830
C -1.922 0.258 2.307
C 3.218 -1.716 -2.496
H -2.297 -0.750 2.513
H 6.364 -0.967 3.084
C 3.392 0.471 -4.069
C 2.310 0.275 -3.209
C -4.074 1.387 0.806
H -1.298 1.264 0.636
H 4.207 -4.343 1.599
Si 1.741 -3.181 0.350
H 5.079 -2.352 -3.324
C 3.291 -2.437 1.199
H -3.008 1.107 3.987
N -5.152 -1.396 2.816
H -2.461 2.285 2.772
C -1.646 2.123 -2.465
H -5.342 5.678 -0.844
C 2.395 -4.762 -0.511
C 3.215 1.420 -0.300
O -2.047 1.100 -3.104
H -2.950 0.615 -0.848
H 2.616 2.068 -0.941
H 6.151 -3.422 2.783
C -4.820 -2.412 2.292
N 2.229 -0.822 -2.428
H 5.263 -0.304 -4.770
C 5.511 -1.381 2.559
N 0.470 1.344 -2.184
H 3.411 -4.626 -0.892
H -3.714 2.405 0.598
C -4.590 4.983 -1.199
H -5.058 1.277 0.347
H -6.029 3.559 -1.935
H 3.426 1.377 -4.659
H 0.748 1.857 1.963
C -3.092 0.394 0.205
C 1.259 1.298 -3.173
H -0.100 -4.434 1.512
H 3.776 2.057 0.390
C 3.418 -1.047 1.363
H 4.641 0.527 2.180
H -4.829 1.842 2.651
C -4.028 2.890 -2.261
N -0.426 2.365 -2.053
C 4.408 -0.458 -4.124
C 4.531 -0.546 2.048
C -3.238 5.280 -1.043
H 2.416 -5.603 0.188
Si 2.134 0.184 0.663
H -4.840 -0.398 2.637
H -0.939 0.340 2.768
H 2.408 1.788 2.556
Sn 0.362 -1.143 -0.843
C -2.660 3.168 -2.083
C 5.391 -2.755 2.390
N -2.902 -5.001 0.983
H 1.384 -4.411 2.495
H -2.930 6.211 -0.583
*
```

Calculated values
HOMO-LUMO gap: 6.094 eV
Calculated total energy: -2509.14429 Eh
LUMO energy: 2.30 eV